Entry from the Open Molecules 2025 dataset: a molecular structure, C29H26AsBeF5N3OSTe at a distorted geometry (ωB97M-V/def2-TZVPD).

Each line ends with the Löwdin charge.
Atoms and positions in Å:
1 Be 13.63 13.66 7.60  -0.081
2 F 15.58 11.40 5.92  -0.367
3 Te 16.22 13.21 5.91  1.827
4 F 16.95 14.83 5.84  -0.302
5 F 17.25 12.57 4.51  -0.312
6 F 17.55 12.82 7.11  -0.331
7 F 14.91 13.60 4.76  -0.316
8 O 15.13 13.72 7.36  -0.488
9 C 14.62 22.91 10.25  -0.105
10 C 13.81 21.94 10.86  -0.065
11 C 13.18 21.00 10.07  -0.112
12 C 13.33 21.03 8.71  -0.427
13 C 14.25 21.92 8.17  -0.138
14 C 14.94 22.82 8.94  -0.108
15 As 12.45 19.71 7.62  1.344
16 C 13.50 18.19 8.29  -0.310
17 C 14.83 17.82 7.93  -0.065
18 C 15.35 16.67 8.41  -0.085
19 C 14.65 15.87 9.35  -0.095
20 C 13.40 16.28 9.84  -0.023
21 C 12.81 17.45 9.26  -0.166
22 C 11.42 18.06 9.64  -0.213
23 C 10.51 17.57 10.56  -0.059
24 C 9.30 18.15 10.63  -0.098
25 C 9.00 19.32 9.95  -0.077
26 C 9.93 19.85 9.05  -0.088
27 C 11.12 19.14 8.88  -0.415
28 H 15.01 23.70 10.87  0.107
29 H 13.61 21.99 11.94  0.114
30 H 12.47 20.30 10.54  0.110
31 H 14.34 21.84 7.05  0.107
32 H 15.53 23.71 8.43  0.151
33 H 15.39 18.31 7.20  0.091
34 H 16.29 16.27 8.15  0.092
35 H 15.04 14.92 9.65  0.080
36 H 12.87 15.71 10.60  0.099
37 H 10.67 16.63 11.04  0.111
38 H 8.63 17.74 11.37  0.114
39 H 8.05 19.80 10.16  0.114
40 H 9.67 20.74 8.49  0.116
41 N 12.50 14.83 7.00  0.240
42 C 11.58 15.58 6.95  0.013
43 C 10.48 16.45 6.73  -0.199
44 C 10.44 17.26 5.58  0.001
45 C 9.42 18.19 5.54  -0.049
46 C 8.48 18.30 6.54  -0.037
47 C 8.53 17.46 7.62  -0.080
48 C 9.52 16.53 7.75  -0.015
49 H 11.14 17.09 4.80  0.121
50 H 9.40 18.78 4.70  0.090
51 H 7.72 19.08 6.47  0.132
52 H 7.79 17.48 8.41  0.120
53 H 9.63 15.95 8.61  0.110
54 C 14.08 12.19 11.56  -0.018
55 N 14.67 11.60 10.34  -0.091
56 C 15.77 10.54 10.53  -0.068
57 C 15.88 9.90 9.18  -0.103
58 N 14.72 10.47 8.47  0.041
59 C 14.04 11.33 9.20  -0.701
60 S 12.66 12.17 8.54  0.825
61 H 14.85 12.58 12.17  0.075
62 H 13.59 11.50 12.25  0.099
63 H 13.36 12.97 11.31  0.072
64 H 15.49 9.84 11.33  0.129
65 H 16.73 11.07 10.89  0.158
66 H 15.84 8.84 9.16  0.119
67 H 16.74 10.23 8.59  0.128
68 H 14.56 10.35 7.44  0.155

Properties
HOMO = -0.39929 Eh
Orbital gap = 7.59 eV
Relative energy (zero: lowest compared OMol25 entry of this formula, charge and spin) = 12.57 kcal per mole
Calculated total energy = -4776.1538 Ha
Net charge = +1

***

Entry from the Open Molecules 2025 dataset: a molecular structure, C21H25BrN4O3PSn (ωB97M-V/def2-TZVPD).

Each line ends with the Löwdin charge.
Atoms and positions in Å:
1 Sn -1.28 0.32 0.37  1.431
2 Br 6.35 -2.34 0.68  0.894
3 C 4.91 -1.22 0.30  -0.676
4 C 5.09 0.14 0.13  -0.048
5 C 3.99 0.94 -0.15  0.002
6 C 2.72 0.42 -0.25  -0.202
7 O 1.64 1.24 -0.62  -0.235
8 C 2.50 -0.95 -0.08  -0.090
9 C 1.29 -1.78 -0.12  -0.027
10 N 0.02 -1.55 -0.12  -0.022
11 C -0.84 -2.70 -0.28  -0.200
12 C -0.48 -3.85 -0.92  0.024
13 C -1.32 -4.98 -0.94  -0.005
14 C -2.53 -4.94 -0.32  0.027
15 C -2.97 -3.74 0.28  -0.116
16 C -4.23 -3.62 0.91  0.070
17 C -4.61 -2.43 1.48  0.007
18 C -3.74 -1.35 1.39  -0.089
19 N -2.55 -1.42 0.81  -0.068
20 C -2.13 -2.61 0.27  -0.160
21 C 3.64 -1.74 0.18  -0.044
22 H 6.08 0.57 0.19  0.133
23 H 4.17 1.99 -0.29  0.094
24 H 1.57 -2.82 -0.14  0.123
25 H 0.46 -3.92 -1.47  0.133
26 H -0.99 -5.88 -1.45  0.135
27 H -3.19 -5.81 -0.31  0.141
28 H -4.88 -4.49 0.94  0.148
29 H -5.57 -2.32 1.97  0.134
30 H -4.03 -0.39 1.79  0.099
31 H 3.52 -2.81 0.30  0.122
32 C -0.52 -0.15 5.14  0.044
33 O -1.65 0.66 4.69  0.045
34 C -1.80 0.88 3.43  -0.554
35 O -1.00 0.46 2.55  -0.146
36 N -2.88 1.63 3.16  0.043
37 N -3.16 1.98 1.84  0.024
38 H -0.64 -0.22 6.21  0.113
39 H 0.41 0.35 4.89  0.105
40 H -0.56 -1.13 4.68  0.103
41 H -3.41 2.01 3.93  0.188
42 H -3.04 2.98 1.72  0.118
43 H -4.14 1.79 1.66  0.109
44 C 2.89 3.63 -1.71  -0.129
45 P 1.59 2.84 -0.79  0.787
46 C 1.49 3.55 0.83  -0.118
47 C 0.09 3.09 -1.70  -0.156
48 H 2.47 4.60 -2.02  0.090
49 H 3.17 3.06 -2.60  0.098
50 H 3.76 3.83 -1.09  0.074
51 H 1.28 4.62 0.75  0.095
52 H 2.43 3.41 1.36  0.086
53 H 0.69 3.06 1.40  0.057
54 H 0.09 4.11 -2.10  0.088
55 H -0.79 2.96 -1.08  0.010
56 H 0.06 2.39 -2.54  0.090

Properties
HOMO = -0.60682 Eh
Orbital gap = 7.46 eV
Relative energy (zero: lowest compared OMol25 entry of this formula, charge and spin) = 0.00 kcal per mole
Calculated total energy = -4388.7874 Ha
Net charge = +3

***

Entry from the Open Molecules 2025 dataset: 2 unconnected molecules or ions with the total composition C6H12P at a distorted geometry (ωB97M-V/def2-TZVPD).

Each line ends with the Löwdin charge.
Atoms and positions in Å:
1 C -0.89 1.73 -0.97  0.105
2 C -1.47 0.81 -0.43  -0.151
3 C -2.90 -0.59 1.31  -0.106
4 C 2.51 1.35 0.69  -0.303
5 C 1.83 -0.92 -0.88  -0.322
6 C -2.03 -0.46 0.06  -0.281
7 P 1.58 -0.28 0.80  1.188
8 H -0.45 2.39 -1.66  0.030
9 H -2.47 -0.38 2.26  0.062
10 H -3.26 -1.60 1.36  0.077
11 H -3.76 0.08 1.20  0.086
12 H 3.34 1.52 -0.10  0.095
13 H 2.81 1.65 1.78  0.084
14 H 1.68 2.01 0.55  0.011
15 H 2.64 -0.36 -1.40  0.053
16 H 0.94 -0.97 -1.48  0.045
17 H 2.30 -1.95 -0.75  0.090
18 H -2.75 -0.97 -0.68  0.151
19 H -1.05 -1.09 0.14  0.088

Properties
HOMO = -0.50674 Eh
Orbital gap = 6.40 eV
Relative energy (zero: lowest compared OMol25 entry of this formula, charge and spin) = 110.52 kcal per mole
Calculated total energy = -576.7369 Ha
Net charge = +1

***

Entry from the Open Molecules 2025 dataset: a molecular structure, H8LiO4 at a distorted geometry (ωB97M-V/def2-TZVPD).

Each line ends with the Löwdin charge.
Atoms and positions in Å:
1 Li -43.85 -2.41 -12.56  0.732
2 O -42.73 -3.26 -14.01  -0.215
3 H -42.01 -2.86 -14.73  0.172
4 H -42.32 -4.19 -13.74  0.125
5 O -45.29 -1.07 -13.15  -0.098
6 H -44.64 -0.49 -13.59  0.070
7 H -45.99 -1.37 -13.77  0.090
8 O -44.36 -3.65 -11.15  -0.021
9 H -44.79 -3.87 -10.50  -0.103
10 H -43.50 -4.32 -11.04  0.190
11 O -42.49 -0.99 -11.52  -0.082
12 H -42.52 -0.39 -10.77  0.067
13 H -41.74 -1.55 -11.24  0.073

Properties
HOMO = -0.59764 Eh
Orbital gap = 12.42 eV
Relative energy (zero: lowest compared OMol25 entry of this formula, charge and spin) = 49.28 kcal per mole
Calculated total energy = -313.0931 Ha
Net charge = +1

***

Entry from the Open Molecules 2025 dataset: 2 unconnected molecules or ions with the total composition C4H11NO2 (ωB97M-V/def2-TZVPD).

Each line ends with the Löwdin charge.
Atoms and positions in Å:
1 C -2.73 -1.32 0.83  -0.102
2 C -1.39 -0.87 0.28  -0.291
3 N -0.67 -0.08 1.28  -0.085
4 C 0.67 0.29 0.86  -0.202
5 C 0.57 1.52 0.01  -0.226
6 O 1.07 1.66 -1.08  0.043
7 H -2.68 -1.96 1.71  0.070
8 H -3.31 -1.84 0.08  0.069
9 H -3.29 -0.43 1.14  0.078
10 H -1.56 -0.25 -0.59  0.113
11 H -0.76 -1.71 -0.07  0.118
12 H -0.63 -0.60 2.15  0.107
13 H 1.27 0.53 1.73  0.128
14 H 1.22 -0.52 0.35  0.113
15 H -0.04 2.33 0.47  0.131
16 H 1.99 0.09 -1.66  -0.019
17 H 2.72 -0.70 -2.76  0.035
18 O 2.38 -0.77 -1.86  -0.080

Properties
HOMO = -0.34828 Eh
SMILES string = CCNCC=O.O
Orbital gap = 10.36 eV
Relative energy (zero: lowest compared OMol25 entry of this formula, charge and spin) = 28.66 kcal per mole
Calculated total energy = -364.2225 Ha
Net charge = 0

***

Entry from the Open Molecules 2025 dataset: a molecular structure, C8H16O10Zn at a distorted geometry (ωB97M-V/def2-TZVPD).

Each line ends with the Löwdin charge.
Atoms and positions in Å:
1 Zn 0.20 -4.08 1.45  0.749
2 C -0.42 -0.08 1.25  0.014
3 C -0.27 -1.58 1.28  -0.688
4 O -1.16 -2.35 0.83  -0.150
5 O 0.74 -2.14 1.81  -0.228
6 H -0.48 0.24 0.22  0.085
7 H 0.38 0.44 1.78  0.090
8 H -1.34 0.19 1.77  0.076
9 C -0.31 -1.02 -2.50  -0.009
10 C 0.08 -1.31 -3.94  -0.720
11 O 1.07 -0.70 -4.41  0.078
12 O -0.52 -2.21 -4.58  -0.016
13 H 0.34 -0.23 -2.13  0.058
14 H -0.10 -1.93 -1.92  0.068
15 H -1.34 -0.74 -2.31  0.082
16 C -2.38 2.60 0.61  -0.065
17 C -1.89 3.61 -0.44  -0.794
18 O -1.74 3.17 -1.62  -0.076
19 O -1.72 4.78 -0.07  -0.104
20 H -3.35 2.92 1.00  0.059
21 H -1.74 2.51 1.49  0.049
22 H -2.54 1.58 0.25  0.044
23 C 3.00 1.08 -0.57  -0.009
24 C 3.82 0.96 -1.84  -0.726
25 O 5.08 0.80 -1.79  -0.029
26 O 3.26 1.02 -2.95  0.065
27 H 1.98 0.84 -0.86  0.055
28 H 3.05 2.12 -0.23  0.080
29 H 3.30 0.34 0.16  0.072
30 O 2.45 -2.05 4.35  -0.082
31 H 1.84 -1.94 3.61  -0.009
32 H 2.49 -1.18 4.77  0.026
33 O -4.07 -1.54 1.97  -0.071
34 H -3.17 -1.74 1.69  0.000
35 H -4.54 -2.37 1.87  0.024

Properties
HOMO = -0.08375 Eh
Orbital gap = 1.97 eV
Relative energy (zero: lowest compared OMol25 entry of this formula, charge and spin) = 134.77 kcal per mole
Calculated total energy = -2846.0563 Ha
Net charge = -2

***

Entry from the Open Molecules 2025 dataset: a molecular structure, C20H43Cl2N3P2Ru at a distorted geometry (ωB97M-V/def2-TZVPD).

Each line ends with the Löwdin charge.
Atoms and positions in Å:
1 Ru 0.02 -0.05 -0.09  0.624
2 Cl 0.41 -0.01 -2.43  0.051
3 P -0.45 -2.31 -0.32  0.922
4 C 0.79 -3.19 -1.44  -0.533
5 C -0.62 -3.48 1.16  -0.513
6 C -2.05 -2.54 -1.30  -0.530
7 C 2.20 -2.63 -1.35  -0.165
8 H 0.38 -2.94 -2.43  0.086
9 C 0.83 -4.71 -1.26  -0.120
10 H 1.40 -4.97 -0.36  0.082
11 H 1.36 -5.11 -2.13  0.090
12 H -0.15 -5.19 -1.21  0.049
13 H 2.28 -1.68 -1.89  0.009
14 H 2.91 -3.34 -1.79  0.081
15 H 2.51 -2.47 -0.31  0.042
16 H -1.78 -2.03 -2.23  0.078
17 C -3.25 -1.81 -0.69  -0.136
18 C -2.40 -4.01 -1.62  -0.111
19 H -1.72 -4.43 -2.38  0.069
20 H -3.42 -4.04 -2.02  0.084
21 H -2.37 -4.64 -0.72  0.071
22 H -2.95 -1.01 0.00  0.020
23 H -3.91 -2.51 -0.16  0.073
24 H -3.82 -1.35 -1.50  0.084
25 C 0.60 -3.35 2.07  -0.121
26 H -0.67 -4.48 0.72  0.089
27 C -1.87 -3.21 1.99  -0.131
28 H 1.54 -3.66 1.60  0.070
29 H 0.46 -4.01 2.94  0.090
30 H 0.72 -2.31 2.43  0.034
31 H -1.99 -2.13 2.14  -0.014
32 H -1.71 -3.66 2.98  0.084
33 H -2.78 -3.63 1.55  0.069
34 Cl -1.03 0.08 2.07  0.082
35 H -1.45 0.39 -0.47  -0.067
36 P 0.26 2.32 -0.31  0.933
37 C -0.62 3.18 -1.74  -0.533
38 C -0.16 3.47 1.12  -0.529
39 C 2.05 2.65 -0.77  -0.528
40 C -1.99 2.57 -2.04  -0.151
41 H 0.05 2.93 -2.58  0.086
42 C -0.73 4.71 -1.64  -0.118
43 H -1.55 5.01 -0.98  0.076
44 H -0.96 5.09 -2.65  0.088
45 H 0.19 5.20 -1.31  0.047
46 H -1.89 1.58 -2.49  0.029
47 H -2.53 3.21 -2.74  0.080
48 H -2.60 2.48 -1.13  0.064
49 H 2.09 2.09 -1.73  0.063
50 C 3.04 2.03 0.22  -0.135
51 C 2.45 4.10 -1.01  -0.111
52 H 2.04 4.55 -1.92  0.070
53 H 3.55 4.14 -1.09  0.085
54 H 2.17 4.72 -0.14  0.078
55 H 2.56 1.48 1.05  0.017
56 H 3.68 2.81 0.65  0.082
57 H 3.70 1.34 -0.30  0.086
58 C -1.64 3.35 1.50  -0.134
59 H 0.02 4.48 0.72  0.088
60 C 0.75 3.26 2.33  -0.116
61 H -2.29 3.92 0.83  0.064
62 H -1.78 3.73 2.52  0.083
63 H -1.96 2.30 1.49  -0.008
64 H 0.74 2.21 2.67  0.038
65 H 0.35 3.89 3.15  0.085
66 H 1.78 3.58 2.14  0.068
67 N 1.74 -0.67 0.72  -0.070
68 C 2.23 -0.66 1.80  -0.355
69 N 2.84 -0.67 2.92  0.129
70 C 2.35 -0.18 4.05  -0.369
71 N 2.04 0.21 5.11  0.122

Properties
HOMO (spin up / spin down) = -0.24448 / -0.33219 Eh
Orbital gap (spin up / spin down) = 7.18 / 6.28 eV
Spin multiplicity = 5
Relative energy (zero: lowest compared OMol25 entry of this formula, charge and spin) = 0.00 kcal per mole
Calculated total energy = -2650.0302 Ha
Net charge = 0

***

Entry from the Open Molecules 2025 dataset: a molecular structure, C19H45N6O7Zr at a distorted geometry (ωB97M-V/def2-TZVPD).

Each line ends with the Löwdin charge.
Atoms and positions in Å:
1 Zr 24.06 20.76 21.49  2.088
2 C 26.56 18.65 22.98  -0.165
3 O 25.67 19.67 22.63  -0.419
4 H 27.22 18.94 23.80  0.088
5 H 25.98 17.81 23.38  0.074
6 H 27.18 18.34 22.14  0.071
7 C 22.62 17.89 23.22  -0.251
8 O 22.89 18.96 22.66  -0.178
9 N 22.72 17.77 24.54  -0.130
10 C 22.49 16.47 25.21  0.024
11 C 23.31 18.79 25.36  -0.014
12 H 22.26 16.97 22.75  0.164
13 H 22.26 16.73 26.24  0.092
14 H 23.44 15.93 25.20  0.069
15 H 21.70 15.91 24.70  0.117
16 H 22.68 18.74 26.25  0.113
17 H 24.38 18.68 25.57  0.096
18 H 23.12 19.77 24.92  0.089
19 C 24.24 14.51 22.47  -0.305
20 O 23.03 14.36 22.52  0.043
21 N 25.06 14.76 21.40  -0.153
22 C 26.48 15.02 21.66  -0.035
23 C 24.50 14.93 20.09  -0.030
24 H 24.87 14.57 23.38  0.112
25 H 26.71 16.06 21.45  0.060
26 H 27.20 14.55 20.99  0.099
27 H 26.88 14.95 22.67  0.092
28 H 24.86 14.09 19.50  0.119
29 H 23.42 14.88 20.07  0.097
30 H 24.67 15.96 19.78  0.088
31 C 30.28 20.72 26.76  -0.292
32 O 30.33 21.21 27.89  0.087
33 N 30.30 21.44 25.61  -0.147
34 C 30.56 22.87 25.73  -0.008
35 C 30.39 20.84 24.29  -0.035
36 H 30.13 19.64 26.62  0.139
37 H 30.41 23.27 26.73  0.105
38 H 30.03 23.38 24.92  0.095
39 H 31.55 23.24 25.46  0.111
40 H 31.46 20.76 24.11  0.115
41 H 29.92 19.86 24.36  0.070
42 H 29.87 21.38 23.49  0.086
43 C 30.37 14.33 22.22  -0.315
44 O 30.10 14.65 21.07  0.023
45 N 30.37 15.22 23.21  -0.143
46 C 30.66 14.83 24.62  0.008
47 C 29.95 16.61 22.92  -0.043
48 H 30.62 13.29 22.50  0.156
49 H 31.10 13.84 24.79  0.105
50 H 29.71 14.88 25.15  0.081
51 H 31.26 15.64 25.03  0.094
52 H 30.82 17.27 22.91  0.096
53 H 29.59 16.72 21.90  0.072
54 H 29.22 16.94 23.66  0.075
55 C 26.63 20.39 19.28  -0.243
56 O 26.03 20.96 20.18  -0.167
57 N 27.95 19.99 19.23  -0.117
58 C 28.59 19.49 18.03  -0.027
59 C 28.93 20.32 20.30  -0.003
60 H 26.15 19.94 18.39  0.160
61 H 27.98 19.31 17.14  0.106
62 H 29.15 18.56 18.15  0.112
63 H 29.27 20.23 17.60  0.113
64 H 29.62 21.08 19.94  0.113
65 H 28.43 20.66 21.21  0.076
66 H 29.52 19.46 20.63  0.097
67 C 25.06 13.78 26.51  -0.296
68 O 25.80 13.42 25.59  0.010
69 N 25.05 15.04 26.95  -0.207
70 C 25.87 16.11 26.41  -0.024
71 C 24.24 15.45 28.03  -0.055
72 H 24.49 13.07 27.12  0.158
73 H 25.25 16.60 25.66  0.048
74 H 26.74 15.67 25.92  0.091
75 H 26.05 16.79 27.24  0.106
76 H 23.44 14.84 28.45  0.118
77 H 24.92 15.64 28.86  0.112
78 H 23.83 16.40 27.69  0.069

Properties
HOMO = -0.57694 Eh
Orbital gap = 1.78 eV
Relative energy (zero: lowest compared OMol25 entry of this formula, charge and spin) = 82.91 kcal per mole
Calculated total energy = -1651.9454 Ha
Net charge = +3